(P)
10
Properties=species:S:1:pos:R:3:lowdin_charge:R:1 method="wB97M-V/def2-TZVPD" homo_ev="-7.228 / -7.228" gap_ev="6.985 / 6.977"
C 0.97 -0.45 -0.28 -0.315
C 2.14 0.01 -0.23 -0.648
C -0.31 0.34 -0.28 -0.101
N 4.43 -1.28 -0.46 0.080
O 5.02 -0.49 0.11 -0.116
Cl 3.05 1.22 0.31 0.754
H 0.84 -1.56 -0.31 0.112
H -1.07 -0.31 0.20 0.078
H -0.64 0.56 -1.31 0.081
H 0.01 1.23 0.31 0.077

(Q)
10
Properties=species:S:1:pos:R:3:lowdin_charge:R:1 method="wB97M-V/def2-TZVPD" homo_ev=-10.985 gap_ev=11.653
C -0.15 -0.58 -0.88 -0.092
C -0.06 0.39 0.22 -0.758
O -0.57 1.47 0.28 0.055
Cl 0.83 -0.39 1.70 0.492
H -0.80 -0.18 -1.58 0.059
H -0.32 -1.60 -0.34 0.113
H 0.89 -0.80 -1.30 0.115
C 0.84 4.76 0.53 -0.100
N -0.28 4.88 0.36 0.057
H 1.91 4.69 0.73 0.058

Stability check: which of them is least stable? (P).

(P)
8
Properties=species:S:1:pos:R:3:lowdin_charge:R:1 method="wB97M-V/def2-TZVPD" total_charge=+1 homo_ev=-16.098 gap_ev=9.125
C 0.84 -0.38 -0.14 -0.299
N 2.15 -0.95 -0.07 0.112
N 2.66 0.19 0.11 0.153
N 1.38 0.89 -0.02 0.016
N -0.40 -0.85 -0.05 0.302
H 1.27 2.19 -0.54 0.373
H -0.72 -1.86 -0.10 0.200
H -1.04 -0.08 -0.14 0.142

(Q)
8
Properties=species:S:1:pos:R:3:lowdin_charge:R:1 method="wB97M-V/def2-TZVPD" total_charge=+1 homo_ev=-15.130 gap_ev=9.843
C -0.40 0.55 -0.54 -0.270
N 0.09 -0.40 -0.03 0.144
N 0.40 -0.93 1.70 0.184
N 1.27 -1.60 1.92 0.246
N -1.07 1.20 -1.38 0.160
H 2.01 -2.26 1.67 0.200
H -0.81 1.30 -2.34 0.131
H -1.49 2.15 -0.99 0.206

Stability check: which of them is least stable? (P).

(P)
8
Properties=species:S:1:pos:R:3:lowdin_charge:R:1 method="wB97M-V/def2-TZVPD" total_charge=+1 homo_ev=-16.983 gap_ev=12.422
C -0.39 0.58 0.09 -0.228
N 1.35 -1.60 0.28 0.016
N 1.32 -2.20 1.23 0.093
N -1.02 1.02 0.94 0.355
N 0.09 0.31 -1.03 0.187
H -1.71 1.52 1.60 0.216
H 0.67 0.92 -1.62 0.175
H -0.31 -0.55 -1.49 0.185

(Q)
8
Properties=species:S:1:pos:R:3:lowdin_charge:R:1 method="wB97M-V/def2-TZVPD" total_charge=+1 homo_ev="-16.113 / -16.113" gap_ev="9.459 / 9.459"
C 0.18 0.98 -0.07 -0.283
N 0.48 2.41 -0.37 0.153
N -0.80 2.54 -0.20 0.082
N -1.17 1.23 -0.31 0.002
N 0.90 0.06 0.62 0.261
H -2.57 0.71 0.36 0.411
H 1.97 0.17 0.77 0.217
H 0.21 -0.60 1.02 0.155

Stability check: which of them is least stable? (Q).